# 1
C32H56N8 | ωB97M-V with the def2-TZVPD basis set

Computed properties:
**Strongest force on any atom**: 5.36 eV/Å
**Electronic energy**: -46008.612 eV
**E_HOMO**: -11.2 eV
**Molecular weight**: 552.9 Da

```
96
Properties=species:S:1:pos:R:3:forces:R:3:mulliken_charge:R:1
C -0.016 3.945 -4.134 -0.7 -1.0 1.4 -1.36
C -0.665 2.917 -3.073 0.9 2.0 -2.8 -0.21
C -1.035 3.623 -1.812 -0.1 0.8 2.0 0.42
C -1.457 5.057 -1.747 -1.9 4.2 -1.0 -0.06
N -1.840 6.191 -1.710 1.8 -5.0 0.0 -0.49
H 0.844 4.439 -3.681 0.1 0.0 0.0 0.33
H -0.767 4.711 -4.328 0.2 -0.1 -0.4 0.39
H 0.330 3.411 -5.019 -0.3 0.2 -0.1 0.39
H 0.108 2.162 -2.927 -0.5 -0.3 0.4 0.00
H -1.577 2.540 -3.538 0.2 -0.4 0.0 0.32
H -0.184 3.664 -1.132 0.1 -0.5 0.2 0.25
H -1.835 3.061 -1.330 0.1 0.0 0.3 0.02
C -4.693 -2.800 2.876 -0.4 -0.1 -0.6 -1.29
C -4.742 -1.301 2.612 -0.9 -1.6 -0.1 -0.61
C -3.516 -0.630 3.166 0.0 1.5 -2.8 0.92
C -3.418 -0.519 4.557 0.0 -0.2 3.1 0.27
N -3.403 -0.453 5.712 0.1 0.0 -1.0 -0.55
H -5.552 -3.268 2.396 -0.2 -0.1 0.3 0.40
H -4.723 -2.991 3.948 0.2 -0.3 -0.1 0.32
H -3.839 -3.255 2.372 0.3 0.0 0.4 0.33
H -5.701 -0.990 3.026 0.3 0.7 0.3 0.38
H -4.859 -1.164 1.537 0.4 0.3 0.0 0.38
H -3.513 0.384 2.765 0.0 0.3 0.3 -0.98
H -2.605 -1.004 2.698 0.1 -0.5 0.3 0.36
C -0.107 -1.222 -5.598 0.1 -0.9 -1.5 -1.36
C -0.071 -2.003 -4.318 1.6 0.4 1.0 0.02
C 0.503 -3.487 -4.356 -2.6 0.4 -0.5 -0.31
C 1.836 -3.815 -4.774 3.2 0.5 -0.3 0.25
N 2.937 -4.067 -5.067 -2.1 0.4 0.4 -0.57
H -0.368 -0.164 -5.551 0.4 0.0 0.6 0.31
H -0.822 -1.602 -6.328 -0.2 -0.4 0.0 0.36
H 0.866 -1.387 -6.059 0.1 0.6 -0.3 0.34
H -1.005 -1.865 -3.775 -0.1 -0.9 0.0 0.44
H 0.660 -1.475 -3.706 0.0 0.1 0.4 -0.11
H -0.075 -4.051 -5.088 -0.6 -0.1 0.1 0.51
H 0.310 -3.949 -3.387 0.1 0.0 0.0 0.12
C 4.706 0.273 -3.495 0.1 -1.9 -0.5 -0.80
C 5.940 -0.548 -4.019 0.6 0.2 2.0 -0.48
C 5.880 -2.079 -3.620 -0.8 0.0 -1.4 -0.06
C 7.037 -2.961 -3.955 -0.6 1.0 0.4 0.04
N 7.897 -3.672 -4.228 0.0 0.1 0.0 -0.42
H 3.875 0.006 -4.148 -0.2 0.8 -0.4 0.24
H 4.897 1.336 -3.354 -0.1 -0.2 -0.4 0.39
H 4.322 -0.149 -2.566 0.5 0.1 0.4 0.07
H 6.800 -0.146 -3.482 0.2 0.0 0.0 0.33
H 6.178 -0.332 -5.060 -0.4 -0.5 -0.1 0.35
H 5.048 -2.531 -4.161 -0.1 -0.1 -0.5 0.04
H 5.501 -2.283 -2.619 0.7 0.5 0.4 0.30
C 1.622 -6.959 -1.837 0.0 1.6 1.6 -0.97
C 1.269 -6.125 -0.494 0.2 -0.4 -2.1 -0.57
C 2.239 -4.997 -0.236 1.1 0.9 0.0 -0.49
C 2.161 -3.739 -1.094 0.0 -1.0 -0.2 0.08
N 2.181 -2.870 -1.859 -0.1 -0.7 1.1 -0.19
H 2.691 -7.141 -1.949 0.2 -0.4 0.8 0.33
H 1.510 -6.290 -2.689 -0.9 -0.3 -0.3 0.20
H 1.076 -7.902 -1.819 -0.1 0.3 -0.6 0.33
H 1.255 -6.801 0.361 0.0 0.2 0.0 0.38
H 0.322 -5.591 -0.568 -0.5 -0.8 -0.1 0.31
H 3.249 -5.380 -0.375 0.2 0.2 0.0 0.29
H 2.170 -4.730 0.819 0.0 0.4 -0.1 0.35
C 1.681 0.516 -0.701 -0.1 -1.3 0.7 -0.62
C 2.006 -0.110 0.686 -1.2 0.4 0.0 -0.74
C 1.464 0.702 1.913 0.9 -0.3 -0.3 -0.46
C 0.067 1.068 2.045 0.2 -0.3 -1.3 0.16
N -1.040 1.332 2.151 -0.6 0.2 0.2 -0.27
H 2.152 1.491 -0.826 0.1 -0.1 -0.1 0.42
H 0.614 0.592 -0.911 -0.1 0.2 0.4 0.28
H 2.023 -0.232 -1.416 0.3 0.4 -0.3 -0.02
H 3.084 -0.261 0.738 0.1 0.6 0.4 0.37
H 1.660 -1.133 0.834 -0.5 0.0 -0.6 0.22
H 2.026 1.636 1.927 0.1 0.0 0.6 0.29
H 1.555 0.085 2.806 1.0 0.3 0.3 0.36
C -3.581 3.644 3.458 0.0 0.0 0.8 -0.95
C -4.515 3.485 2.272 1.3 -1.4 -0.9 -0.46
C -3.739 2.716 1.079 -1.8 0.7 0.4 0.66
C -4.623 2.453 -0.090 -1.4 0.0 -1.9 -0.02
N -5.329 2.248 -1.007 1.9 0.5 2.4 -0.56
H -4.154 4.166 4.224 0.3 0.6 0.0 0.41
H -2.656 4.152 3.184 -0.2 0.5 0.0 0.31
H -3.215 2.783 4.017 -0.3 -0.7 -0.6 0.11
H -4.851 4.496 2.041 0.0 -0.2 -0.7 0.41
H -5.388 2.876 2.506 0.0 0.1 0.1 0.32
H -3.448 1.724 1.425 0.3 0.3 0.1 -0.34
H -2.853 3.268 0.764 0.0 -0.1 0.0 0.13
C 0.358 2.582 5.584 -0.4 -0.7 -0.6 -0.89
C -0.315 2.528 6.924 0.1 1.3 2.0 -0.44
C -1.241 3.793 7.292 0.0 -0.8 -1.0 -0.41
C -0.801 4.984 6.583 1.1 2.0 -1.6 0.33
N -0.431 5.847 5.885 -0.8 -1.7 1.6 -0.54
H -0.338 2.238 4.819 0.0 0.5 -0.4 0.03
H 1.189 1.879 5.544 0.1 -0.1 0.2 0.35
H 0.772 3.576 5.410 -0.2 -0.1 -0.3 0.36
H 0.516 2.557 7.629 -0.1 0.1 0.4 0.31
H -0.852 1.614 7.177 -0.2 0.1 -0.4 0.32
H -1.379 4.018 8.349 0.4 -0.3 0.0 0.37
H -2.250 3.657 6.903 -0.2 -0.4 0.0 0.19
```
Positions in Å, forces in eV/Å.

---

# 2
C3H4FNS3 | ωB97M-V with the def2-TZVPD basis set

Computed properties:
**Strongest force on any atom**: 6.44 eV/Å
**Electronic energy**: -39884.661 eV
**E_HOMO**: -8.8 eV
**Molecular weight**: 169.3 Da

```
12
Properties=species:S:1:pos:R:3:forces:R:3:mulliken_charge:R:1
F -0.702 -1.603 -0.070 0.0 -6.0 2.4 -0.23
C 0.502 -1.192 0.452 -1.2 1.4 1.7 -0.60
C 0.536 -0.029 -0.435 5.0 3.9 -0.7 0.66
N 1.502 0.836 -0.678 -1.7 -2.6 1.8 -0.50
S 2.838 0.573 0.439 -0.2 2.6 -1.4 -0.18
S -0.776 0.083 -1.470 -3.4 2.4 -2.4 -0.15
C -2.129 0.098 -0.321 -1.5 0.1 2.8 -0.12
S -2.010 0.368 1.398 -0.6 0.1 -3.6 -0.21
H 1.310 -1.894 0.321 0.1 -0.4 -0.1 0.48
H 0.327 -0.861 1.538 0.5 -0.7 -1.5 0.32
H 3.079 1.939 0.152 0.5 -1.7 0.9 0.21
H -3.202 -0.250 -0.666 2.4 1.0 0.1 0.32
```
Positions in Å, forces in eV/Å.

---

Q: Which value of molecular weight does entry 2 give?
A: 169.3 Da